Record 1
Molecular formula: C4H6S3
Method: DFT, ωB97M-V with the def2-TZVPD basis set

Computed properties:
energy = -1350.5334 hartree
HOMO energy = -8.57 eV
SMILES string = CSC(=S)C(C)=S
charge = 0
ΔE to the lowest compared entry with this formula, charge and spin = 35.9 kJ/mol

```
13
Properties=species:S:1:pos:R:3:lowdin_charge:R:1
C -2.73877 -0.79172 -0.04364 -0.393
S -1.05381 -1.06134 0.51225 0.880
C -0.25050 0.34121 0.01241 -1.191
S -0.88861 1.77592 -0.46721 0.703
C 1.22405 0.12178 0.11152 -0.911
C 2.09532 1.10901 0.90427 -0.141
S 1.95996 -1.13793 -0.60673 0.751
H -3.27420 -0.34197 0.82551 0.051
H -3.20906 -1.71615 -0.35768 0.036
H -2.71604 0.00158 -0.82409 0.005
H 1.95186 0.96602 1.97687 0.086
H 3.17750 1.05260 0.69731 0.076
H 1.80868 2.12985 0.76174 0.047
```

Record 2
Molecular formula: C15H35FNO3Rb2
Method: DFT, ωB97M-V with the def2-TZVPD basis set

Computed properties:
energy = -1020.8112 hartree
HOMO energy = -9.74 eV
charge = +1

```
57
Properties=species:S:1:pos:R:3:lowdin_charge:R:1
Rb 0.71305 -3.80183 -3.59320 0.915
Rb 0.78141 0.24092 -4.65456 0.887
F 0.46663 -1.24899 -2.07304 -0.670
C -0.91522 2.85717 0.98620 -0.013
C 0.26970 2.50753 -0.03015 -0.448
C 1.31181 3.65563 0.01605 -0.143
C 2.41417 3.64814 1.06942 -0.172
C 2.98681 2.21001 1.22232 -0.119
C 1.87473 1.13331 1.52298 -0.447
N 0.89723 1.24296 0.41533 -0.104
O 0.04001 0.14290 0.38717 -0.028
C 2.55940 -0.26499 1.60968 -0.027
C 1.30946 1.43550 2.94279 -0.039
C -0.22534 2.39896 -1.47937 -0.037
H -1.61592 3.64687 0.71511 0.075
H -0.50152 3.29719 1.89358 0.059
H -1.53728 1.98697 1.19572 0.074
H 1.76814 3.61811 -0.97312 0.106
H 0.83974 4.62643 0.16699 0.121
H 1.96016 4.00035 1.99565 0.100
H 3.14980 4.43197 0.88892 0.111
H 3.66046 2.32104 2.07201 0.111
H 3.63077 1.89351 0.40182 0.112
H 3.09539 -0.64426 0.73964 0.087
H 3.25316 -0.25598 2.45036 0.088
H 1.78130 -1.00068 1.81317 0.057
H 2.01480 1.33522 3.76773 0.084
H 0.80355 2.38368 3.12481 0.057
H 0.49562 0.76710 3.22384 0.084
H 0.59354 2.03521 -2.10002 0.049
H -0.51482 3.35020 -1.92595 0.090
H -1.12289 1.78611 -1.56267 0.068
H 0.27551 -0.32199 -0.41907 0.037
C -0.14533 -4.70128 0.04619 -0.040
C 0.85031 -3.68823 0.54609 -0.559
C 1.86149 -4.04836 1.61125 -0.025
O 1.48775 -3.24926 -0.55356 -0.103
H -0.74946 -5.18357 0.81464 0.090
H 0.31523 -5.44825 -0.60036 0.076
H -0.83371 -4.14608 -0.59098 0.062
H 0.30023 -2.82981 0.93159 0.138
H 1.38604 -4.43029 2.51467 0.087
H 2.38857 -3.14865 1.92878 0.064
H 2.63333 -4.75821 1.31377 0.086
H 1.00025 -2.48132 -0.86051 0.011
C -4.88876 0.28950 -2.39620 -0.042
C -3.62389 -0.27111 -1.77899 -0.461
C -3.77918 -1.72191 -1.42912 -0.064
O -2.50818 -0.26409 -2.71364 -0.097
H -4.65982 1.26539 -2.82440 0.082
H -5.54370 0.45531 -1.54082 0.086
H -5.50546 -0.31249 -3.06357 0.085
H -3.32148 0.22899 -0.85891 0.137
H -4.44185 -1.88824 -0.57982 0.090
H -2.81482 -2.17936 -1.20814 0.068
H -4.20376 -2.31340 -2.24027 0.084
H -1.71714 -0.58956 -2.27781 0.021
```

Record 3
Molecular formula: C36H42Cl5IN6O2PPbS
Method: DFT, ωB97M-V with the def2-TZVPD basis set

Computed properties:
energy = -5407.0719 hartree
expectation value of S² = 0.77
HOMO energy (spin up / spin down) = -7.32 / -7.51 eV
charge = 0
spin multiplicity = 2
ΔE to the lowest compared entry with this formula, charge and spin = 0.0 kJ/mol

```
95
Properties=species:S:1:pos:R:3:mulliken_spin:R:1
Pb -0.27954 0.46500 -0.61021 0.016
C 0.82570 4.41284 -2.07939 0.000
C 2.12291 3.71768 -1.77759 0.000
N 3.20330 4.18028 -2.36740 0.000
C 4.37293 3.55067 -2.16867 0.002
C 4.50277 2.42007 -1.40045 -0.001
C 5.86271 1.78600 -1.27544 0.000
O 6.39019 1.83577 0.05235 0.000
C 3.35276 1.89210 -0.76737 -0.001
C 3.50898 0.65854 0.00408 -0.003
N 2.56474 -0.16017 0.26614 -0.001
C 2.90328 -1.36072 0.91773 0.000
C 4.02902 -2.11638 0.58290 -0.002
C 4.32296 -3.29026 1.25721 0.002
C 3.49227 -3.74330 2.27105 -0.002
C 2.34935 -3.02681 2.59334 0.005
C 2.05601 -1.85724 1.91044 -0.004
I 0.34554 -0.78858 2.40857 0.000
C 2.12698 2.57092 -0.90917 0.006
O 1.02331 2.25897 -0.28330 0.017
H 0.97153 5.49397 -2.06282 0.000
H 0.49579 4.14876 -3.08897 0.000
H 0.04206 4.12799 -1.38280 0.000
H 5.23790 3.96964 -2.67415 0.000
H 5.83884 0.72721 -1.53801 0.000
H 6.54450 2.27469 -1.97646 0.000
H 6.34007 2.74894 0.35228 0.000
H 4.52619 0.44921 0.34273 0.000
H 4.66698 -1.77984 -0.22469 0.000
H 5.19929 -3.86108 0.97687 0.000
H 3.71291 -4.66682 2.79047 0.000
H 1.68117 -3.38229 3.36756 0.000
Cl 0.45896 -2.42425 -2.87542 0.008
C 0.48516 -3.41803 -1.47300 0.093
C -0.59888 -3.35936 -0.58526 -0.004
C -0.61673 -4.21580 0.52267 0.087
Cl -1.94060 -4.14977 1.61663 0.008
C 0.41002 -5.13271 0.71809 -0.035
Cl 0.34241 -6.22890 2.03732 -0.004
C 1.48713 -5.17385 -0.16700 0.085
Cl 2.73858 -6.32709 0.05591 0.012
C 1.53262 -4.30282 -1.25517 -0.032
Cl 2.86517 -4.33884 -2.33369 -0.005
S -3.12050 -2.23077 -1.21121 0.312
C -1.64285 -2.39966 -0.79538 0.438
N -1.94486 1.38587 0.22663 -0.013
P -2.28363 2.75105 0.88067 0.015
N -2.67601 3.92550 -0.23698 0.003
C -3.14776 5.26903 0.09028 0.000
C -2.53211 6.30605 -0.84162 0.000
C -2.70607 5.89727 -2.32249 0.000
C -3.51608 4.61119 -2.45786 0.001
C -2.92618 3.48159 -1.62398 -0.005
N -3.64849 2.57867 1.88132 -0.001
C -4.92264 3.18049 1.45572 0.000
C -6.10350 2.53482 2.16534 -0.001
C -6.20691 1.04099 1.84941 0.004
C -4.81075 0.39423 1.80711 -0.015
C -3.79613 1.26609 2.53561 -0.002
N -1.09333 3.45320 1.80404 -0.001
C -0.40605 4.71213 1.59037 0.000
C -0.59514 5.64880 2.78025 0.000
C -0.10877 4.97197 4.06044 0.000
C -0.76909 3.60530 4.23558 0.000
C -0.58829 2.75922 2.98059 -0.001
H -2.90809 5.48559 1.13265 0.000
H -4.23918 5.32365 0.01449 0.000
H -1.46970 6.41449 -0.61677 0.000
H -2.99244 7.27640 -0.64366 0.000
H -1.72596 5.74682 -2.78080 0.000
H -3.18817 6.69565 -2.88862 0.000
H -3.54058 4.28515 -3.49936 0.000
H -4.55684 4.78508 -2.17210 0.000
H -1.98279 3.15730 -2.07337 0.002
H -3.59222 2.61501 -1.63667 0.004
H -5.06911 3.08456 0.36909 0.000
H -4.92130 4.24862 1.68182 0.000
H -7.01624 3.05470 1.86823 0.000
H -5.99915 2.69221 3.24178 0.000
H -6.71073 0.90516 0.88890 0.000
H -6.83755 0.55600 2.59799 0.000
H -4.45309 0.29491 0.77985 0.010
H -4.83011 -0.60936 2.24006 0.001
H -2.83226 0.76485 2.53170 -0.001
H -4.08028 1.40305 3.58551 0.000
H -0.73496 5.16400 0.66112 0.000
H 0.66656 4.49632 1.46571 0.000
H -1.65926 5.89143 2.87700 0.000
H -0.05820 6.58588 2.60907 0.000
H -0.29225 5.60475 4.93138 0.000
H 0.97751 4.83562 3.99467 0.000
H -1.84288 3.73060 4.41362 0.000
H -0.34824 3.08474 5.10093 0.000
H -1.09642 1.80486 3.09339 0.001
H 0.47554 2.52926 2.81755 0.000
```

Record 4
Molecular formula: C17H34O2P2Re
Method: DFT, ωB97M-V with the def2-TZVPD basis set

Computed properties:
energy = -1578.5861 hartree
expectation value of S² = 3.79
HOMO energy (spin up / spin down) = -14.32 / -15.23 eV
charge = +2
spin multiplicity = 4
ΔE to the lowest compared entry with this formula, charge and spin = 680.8 kJ/mol

```
56
Properties=species:S:1:pos:R:3:mulliken_spin:R:1
P -0.03852 -2.23634 -1.00840 0.004
P -0.49137 1.67285 -0.89727 0.043
C -0.78647 -0.98120 -2.19659 0.010
C -0.15482 0.39758 -2.25718 0.012
H -1.85607 -0.89826 -1.97384 -0.002
H -0.70284 -1.39053 -3.21284 -0.001
H 0.92845 0.32402 -2.43384 0.000
H -0.56595 0.86222 -3.16398 -0.010
C -1.77176 2.64439 -1.83452 0.032
H -1.94449 3.57838 -1.28631 0.005
H -2.74840 2.13482 -1.93501 0.001
H -1.45419 2.90358 -2.85536 -0.003
C 0.84458 2.67671 -2.41812 0.707
H 0.50417 2.47726 -3.44413 0.022
H 1.85017 2.26437 -2.28282 -0.035
H 0.87899 3.76188 -2.28396 -0.003
C -1.40931 -3.43744 -1.12790 0.008
H -1.24986 -4.21940 -0.37934 -0.001
H -1.41431 -3.86393 -2.14415 0.001
H -2.37691 -2.94509 -0.95037 -0.002
C 0.99737 -2.93093 -2.57860 0.004
H 1.80592 -2.23045 -2.84469 0.000
H 0.37296 -3.05424 -3.46756 0.000
H 1.45623 -3.88804 -2.28364 0.000
Re -1.98232 -0.73564 2.12205 2.043
C 1.80068 2.46125 0.61167 0.195
C 0.73506 2.82050 -0.13794 -0.098
C -1.92138 0.83370 0.02382 0.065
C -1.09349 -0.32405 0.54245 -0.024
C 1.90362 -2.42033 -0.53943 0.006
C 2.51510 -1.35630 0.02173 -0.004
C 2.15491 0.10576 -0.25685 0.060
C 2.30370 1.08792 0.90489 0.004
C -1.00291 -2.39526 2.95011 -0.082
H 2.45587 3.20387 1.03595 -0.001
H 0.49212 3.89347 -0.26474 -0.010
H -2.69852 0.44927 -0.66026 -0.013
H -2.34045 1.63054 0.67122 0.014
H -3.46263 -1.38729 1.69493 -0.064
H -0.02386 -0.40947 0.12432 -0.040
H 2.27486 -3.46264 -0.42481 0.000
H 3.30583 -1.49962 0.75834 0.000
H 1.09176 0.06807 -0.46974 -0.022
H 2.60193 0.51797 -1.18808 0.005
H 1.75746 0.67338 1.75733 0.024
H 3.37721 1.12255 1.14231 0.001
H 0.04353 -2.20344 3.24966 0.025
H -1.01849 -3.27612 2.28424 0.039
H -1.56276 -2.64791 3.87404 0.029
C -0.27787 1.82758 4.96673 0.001
C -0.35630 0.78947 3.85326 0.017
O 0.64406 0.20477 3.42290 0.013
O -1.58456 0.58798 3.45943 0.023
H 0.74688 2.00727 5.25708 0.000
H -0.82572 1.44002 5.82364 0.001
H -0.72692 2.77048 4.65016 0.000
```

Record 5
Molecular formula: C6H8S
Method: DFT, ωB97M-V with the def2-TZVPD basis set

Computed properties:
energy = -631.4309 hartree
HOMO energy = -8.76 eV
SMILES string = C=CC(C=C)C=S
charge = 0
ΔE to the lowest compared entry with this formula, charge and spin = 420.7 kJ/mol

```
15
Properties=species:S:1:pos:R:3:lowdin_charge:R:1
C 2.34377 0.16722 -0.54819 -0.005
C 1.32379 0.16250 0.19473 -0.218
C -0.09229 -0.35313 -0.02681 -0.403
C -1.13969 0.66766 0.35867 -0.190
C -2.03909 1.19500 -0.46170 -0.029
C -0.07422 -1.68294 0.73088 -0.646
S -0.51516 -3.22633 0.33476 0.651
H 3.34220 0.32181 -0.20826 0.045
H 2.33211 0.12713 -1.78195 0.141
H 1.12202 0.76262 1.10910 0.126
H -0.47609 -0.85881 -1.10998 0.179
H -1.10595 1.43044 1.15706 0.105
H -2.57270 2.15799 -0.20453 0.067
H -2.59864 0.59224 -1.34825 0.111
H 0.14996 -1.46341 1.80448 0.066
```

Which value of charge does entry 4 give? +2

Repeat the first record exactly.
Molecular formula: C4H6S3
Method: DFT, ωB97M-V with the def2-TZVPD basis set

Computed properties:
energy = -1350.5334 hartree
HOMO energy = -8.57 eV
SMILES string = CSC(=S)C(C)=S
charge = 0
ΔE to the lowest compared entry with this formula, charge and spin = 35.9 kJ/mol

```
13
Properties=species:S:1:pos:R:3:lowdin_charge:R:1
C -2.73877 -0.79172 -0.04364 -0.393
S -1.05381 -1.06134 0.51225 0.880
C -0.25050 0.34121 0.01241 -1.191
S -0.88861 1.77592 -0.46721 0.703
C 1.22405 0.12178 0.11152 -0.911
C 2.09532 1.10901 0.90427 -0.141
S 1.95996 -1.13793 -0.60673 0.751
H -3.27420 -0.34197 0.82551 0.051
H -3.20906 -1.71615 -0.35768 0.036
H -2.71604 0.00158 -0.82409 0.005
H 1.95186 0.96602 1.97687 0.086
H 3.17750 1.05260 0.69731 0.076
H 1.80868 2.12985 0.76174 0.047
```

What did the fifth record say?
Molecular formula: C6H8S
Method: DFT, ωB97M-V with the def2-TZVPD basis set

Computed properties:
energy = -631.4309 hartree
HOMO energy = -8.76 eV
SMILES string = C=CC(C=C)C=S
charge = 0
ΔE to the lowest compared entry with this formula, charge and spin = 420.7 kJ/mol

```
15
Properties=species:S:1:pos:R:3:lowdin_charge:R:1
C 2.34377 0.16722 -0.54819 -0.005
C 1.32379 0.16250 0.19473 -0.218
C -0.09229 -0.35313 -0.02681 -0.403
C -1.13969 0.66766 0.35867 -0.190
C -2.03909 1.19500 -0.46170 -0.029
C -0.07422 -1.68294 0.73088 -0.646
S -0.51516 -3.22633 0.33476 0.651
H 3.34220 0.32181 -0.20826 0.045
H 2.33211 0.12713 -1.78195 0.141
H 1.12202 0.76262 1.10910 0.126
H -0.47609 -0.85881 -1.10998 0.179
H -1.10595 1.43044 1.15706 0.105
H -2.57270 2.15799 -0.20453 0.067
H -2.59864 0.59224 -1.34825 0.111
H 0.14996 -1.46341 1.80448 0.066
```

The lowest energy belongs to which entry? C36H42Cl5IN6O2PPbS